1:
C4H9NO3 | wB97M-V/def2-TZVPD

Geometry as ORCA input:
```
! RIJCOSX wB97M-V def2-TZVPD def2/J DEFGRID3
* xyz 0 1
O -0.39237 0.86678 0.19945
O 0.73504 -0.78048 1.37877
O 1.98259 1.17813 0.54208
N -1.76455 -1.20050 1.39559
C -1.21317 0.97798 -0.95114
C 1.41109 -0.41929 -1.16706
C -0.89301 -0.33351 1.56822
C 1.21146 0.39314 0.08034
H -1.61776 -1.89990 0.67686
H 0.64057 -1.17165 -1.31208
H -1.43569 0.00288 -1.39638
H -2.15019 1.46483 -0.67820
H 2.37873 -0.91318 -1.08781
H 1.28227 -0.39834 2.08407
H -0.70621 1.60596 -1.68657
H 1.43305 0.24851 -2.02792
H -0.90185 0.37864 2.38177
*
```

## Properties
HOMO-LUMO gap ... 10.5 eV
M ... 119.120 g mol⁻¹

=====

2:
C4H9NO3 | wB97M-V/def2-TZVPD

Geometry as ORCA input:
```
! RIJCOSX wB97M-V def2-TZVPD def2/J DEFGRID3
* xyz 0 1
O -0.77149 1.82898 0.23594
O -0.86252 -1.36990 2.04415
O 2.54029 0.81238 -1.55997
N 0.68754 -0.23271 -0.85258
C 1.54090 0.89747 -0.87725
C -1.53353 0.64136 0.09848
C -0.58152 -0.52963 -0.26450
C -0.45568 -1.86589 0.75202
H -1.18808 -2.56775 0.47413
H -1.19081 -0.97426 -1.13934
H 0.47866 -2.37482 0.94319
H 1.33306 1.70840 -0.21539
H -2.15670 0.47828 1.07324
H -2.25188 1.02541 -0.75787
H 1.05020 -1.04357 -1.43652
H -0.08241 1.84069 0.83841
H -1.87604 -1.49486 2.17479
*
```

## Properties
SMILES ... O=CNC(CO)CO
HOMO-LUMO gap ... 9.6 eV
M ... 119.120 g mol⁻¹

=====

3:
C4H9NO3 | wB97M-V/def2-TZVPD

Geometry as ORCA input:
```
! RIJCOSX wB97M-V def2-TZVPD def2/J DEFGRID3
* xyz 0 1
O -1.17301 1.67585 -1.89034
O 2.07849 -0.54990 -0.35486
O -0.16449 0.01028 -3.02136
N 0.31061 -1.61005 1.48986
C -0.88831 0.49022 -1.97932
C 0.18035 -0.31081 1.05358
C -0.88356 0.54457 1.68065
C 1.03091 0.20114 0.12652
H 0.09343 -1.74092 2.47336
H -1.27845 1.27252 0.96454
H -0.47761 1.08724 2.53977
H 0.04270 0.81080 -3.55052
H 1.10394 1.25351 -0.12335
H 1.22222 -1.99248 1.23213
H -1.72292 -0.06926 2.02495
H 1.87062 -0.73402 -1.28938
H -1.34491 -0.33869 -1.37626
*
```

## Properties
SMILES ... C/C(N)=C/O.O=CO
HOMO-LUMO gap ... 8.6 eV
M ... 119.120 g mol⁻¹

=====

Quick one: most stable of them? 3

=====

1:
C4H9NO3 | wB97M-V/def2-TZVPD

Geometry as ORCA input:
```
! RIJCOSX wB97M-V def2-TZVPD def2/J DEFGRID3
* xyz 0 1
O -2.04594 -0.92912 0.32279
O 1.03774 2.42532 -2.08663
O 1.48362 0.30347 -2.62878
N -0.68433 -1.14982 0.79152
C -0.48068 -0.42482 2.04543
C 0.97955 1.23564 -1.80096
C 0.18962 -0.73058 -0.31263
C 0.37943 0.77291 -0.49440
H 0.56946 -0.46186 2.35336
H 1.03478 1.15010 0.30055
H -0.59014 1.27759 -0.40978
H -1.06743 -0.89556 2.84135
H 1.17283 -1.19423 -0.16216
H -0.78640 0.62567 1.98233
H -0.20556 -1.17648 -1.23439
H 1.42816 -0.62934 -2.35929
H -2.41471 -0.19891 0.85166
*
```

## Properties
SMILES ... CN(O)CCC(=O)O
HOMO-LUMO gap ... 9.8 eV
M ... 119.120 g mol⁻¹

=====

2:
C4H9NO3 | wB97M-V/def2-TZVPD

Geometry as ORCA input:
```
! RIJCOSX wB97M-V def2-TZVPD def2/J DEFGRID3
* xyz 0 1
O 1.67823 0.51058 -3.40986
O -0.69155 2.99719 1.49991
O -0.65969 -1.00826 2.40527
N -0.89506 -2.50213 0.76874
C -0.01171 -0.32071 0.17955
C 0.40707 1.09686 0.53118
C -0.54636 -1.25057 1.21924
C -0.75898 1.83826 1.18568
H -0.79651 -0.25150 -0.58921
H -0.65233 -2.86918 -0.13772
H 1.43936 1.28490 -2.92084
H 0.78468 1.52357 -0.39248
H 0.83015 -0.89980 -0.22243
H -1.13736 -3.23454 1.42902
H 1.46070 0.78492 -4.32001
H 1.20611 1.02371 1.27251
H -1.65675 1.27671 1.50146
*
```

## Properties
SMILES ... NC(=O)CCC=O.O
HOMO-LUMO gap ... 10.2 eV
M ... 119.120 g mol⁻¹

=====

3:
C4H9NO3 | wB97M-V/def2-TZVPD

Geometry as ORCA input:
```
! RIJCOSX wB97M-V def2-TZVPD def2/J DEFGRID3
* xyz 0 1
O -0.21650 0.96468 2.22202
O -1.68659 -0.12254 -2.17244
O 1.55442 -0.48158 2.39682
N 0.95774 1.42522 -0.63664
C 0.67889 0.41276 1.69718
C -1.08166 -1.12868 -1.37416
C 0.73480 0.19493 0.10761
C -0.69818 -0.38693 -0.06543
H 1.92162 1.63332 -0.85871
H -0.93800 0.42096 -2.24407
H 1.24268 -0.47561 3.40661
H -1.29299 0.50735 0.24156
H 1.53719 -0.62568 -0.00650
H -0.80746 -1.11431 0.79509
H -1.84237 -1.77982 -1.04506
H -0.33819 -1.65118 -2.02976
H 0.27458 2.20709 -0.43413
*
```

## Properties
SMILES ... N[C@H](CCO)C(=O)O
HOMO-LUMO gap ... 9.9 eV
M ... 119.120 g mol⁻¹

=====

Quick one: most stable of them? 2